[1]
36
Properties=species:S:1:pos:R:3:nbo_charge:R:1 method="wB97M-V/def2-TZVPD" fmax_ev_per_a=1.315 homo_lumo_gap_ev=5.2 charge=+3 total_energy_ha=-3116.622248
Ru -0.11486 -0.47122 -0.77346 0.496
N -2.23012 -0.67024 -0.35779 -0.751
C -2.34249 -2.06122 0.18774 -0.242
C -1.31908 -2.22834 1.28612 -0.243
N 0.03065 -1.78965 0.78457 -0.493
C 1.08179 -2.84664 0.58199 -0.248
C 1.92300 -2.52277 -0.65008 -0.240
N 1.96850 -1.04190 -0.89780 -0.753
H -2.84699 -0.60672 -1.16503 0.420
H -2.60249 0.00318 0.30904 0.402
H -3.34854 -2.26941 0.55183 0.253
H -2.13442 -2.74374 -0.63604 0.220
H -1.57496 -1.57623 2.12363 0.221
H -1.28075 -3.24704 1.66875 0.257
H 0.40277 -1.18527 1.51477 0.402
H 1.69846 -2.88224 1.48077 0.235
H 0.61105 -3.82198 0.47555 0.248
H 2.92592 -2.93929 -0.55941 0.251
H 1.46391 -2.96159 -1.53169 0.220
H 2.57822 -0.58788 -0.21996 0.401
H 2.43432 -0.90606 -1.79267 0.421
Cl 0.67570 6.75928 0.39640 0.431
C 0.51770 5.14050 0.53720 0.127
C 0.47326 4.33681 -0.70190 -0.089
Cl 0.59943 5.10929 -2.19002 0.240
C 0.33177 2.99927 -0.59576 -0.122
Cl 0.28454 1.98307 -1.96312 0.225
C 0.22287 2.34115 0.71881 0.515
O 0.08605 1.13496 0.81990 -0.480
C 0.28587 3.19988 1.95093 -0.038
Cl 0.17286 2.42489 3.41548 0.288
C 0.42751 4.55726 1.84474 -0.158
Cl 0.49425 5.54204 3.21317 0.223
N -0.64682 -2.07617 -3.31934 -0.559
C -0.41874 -1.53981 -2.32214 0.421
H -0.83014 -2.55617 -4.18518 0.499

=====

[2]
12
Properties=species:S:1:pos:R:3:nbo_charge:R:1 method="wB97M-V/def2-TZVPD" fmax_ev_per_a=4.136 homo_lumo_gap_ev="8.3 / 8.3" total_energy_ha=-309.853383
B 1.14715 -0.16906 -0.28786 0.983
C -1.48428 0.51838 0.36630 0.276
C 0.14816 0.13393 -1.35484 -0.787
N -2.36642 -0.29761 0.50476 -0.615
O 1.51049 0.79978 0.69514 -0.921
O 1.53037 -1.49200 -0.16745 -0.880
H -0.98843 1.40755 0.68586 0.200
H -0.12707 -0.63521 -1.96615 0.209
H -0.10036 1.13950 -1.55495 0.205
H -3.15599 -0.32032 1.02422 0.382
H 1.65659 0.43619 1.56082 0.477
H 2.22979 -1.52112 0.49416 0.472

=====

What did the first record say?
36
Properties=species:S:1:pos:R:3:nbo_charge:R:1 method="wB97M-V/def2-TZVPD" fmax_ev_per_a=1.315 homo_lumo_gap_ev=5.2 charge=+3 total_energy_ha=-3116.622248
Ru -0.11486 -0.47122 -0.77346 0.496
N -2.23012 -0.67024 -0.35779 -0.751
C -2.34249 -2.06122 0.18774 -0.242
C -1.31908 -2.22834 1.28612 -0.243
N 0.03065 -1.78965 0.78457 -0.493
C 1.08179 -2.84664 0.58199 -0.248
C 1.92300 -2.52277 -0.65008 -0.240
N 1.96850 -1.04190 -0.89780 -0.753
H -2.84699 -0.60672 -1.16503 0.420
H -2.60249 0.00318 0.30904 0.402
H -3.34854 -2.26941 0.55183 0.253
H -2.13442 -2.74374 -0.63604 0.220
H -1.57496 -1.57623 2.12363 0.221
H -1.28075 -3.24704 1.66875 0.257
H 0.40277 -1.18527 1.51477 0.402
H 1.69846 -2.88224 1.48077 0.235
H 0.61105 -3.82198 0.47555 0.248
H 2.92592 -2.93929 -0.55941 0.251
H 1.46391 -2.96159 -1.53169 0.220
H 2.57822 -0.58788 -0.21996 0.401
H 2.43432 -0.90606 -1.79267 0.421
Cl 0.67570 6.75928 0.39640 0.431
C 0.51770 5.14050 0.53720 0.127
C 0.47326 4.33681 -0.70190 -0.089
Cl 0.59943 5.10929 -2.19002 0.240
C 0.33177 2.99927 -0.59576 -0.122
Cl 0.28454 1.98307 -1.96312 0.225
C 0.22287 2.34115 0.71881 0.515
O 0.08605 1.13496 0.81990 -0.480
C 0.28587 3.19988 1.95093 -0.038
Cl 0.17286 2.42489 3.41548 0.288
C 0.42751 4.55726 1.84474 -0.158
Cl 0.49425 5.54204 3.21317 0.223
N -0.64682 -2.07617 -3.31934 -0.559
C -0.41874 -1.53981 -2.32214 0.421
H -0.83014 -2.55617 -4.18518 0.499